The molecule C3H7NO2 at a distorted geometry, computed with wB97M-V/def2-TZVPD.

Properties
Total charge = 0
SMILES = CNC(=O)OC
LUMO energy = 0.91 eV
F_max = 2.84 eV Å⁻¹
HOMO energy = -9.522 eV
Energy relative to the best compared isomer or geometry (same formula, charge and spin) = 134.9 kJ/mol

```
13
C3H7NO2, DFT wB97M-V/def2-TZVPD
C 2.155 -0.566 0.090
N 0.756 -0.963 0.240
C -0.352 -0.227 0.089
O -1.400 -0.848 0.271
O -0.279 1.063 -0.231
C -1.586 1.642 -0.330
H 2.658 -1.093 -0.730
H 2.736 -0.725 1.006
H 2.199 0.508 -0.139
H 0.138 -1.795 0.458
H -2.174 1.114 -1.084
H -1.430 2.681 -0.611
H -2.102 1.569 0.631
```

=====

The molecule C10H15NOSi at a distorted geometry, computed with wB97M-V/def2-TZVPD.

Properties
Total charge = 0
SMILES = C[Si](C)([O-])[N@@H+]1C[C@@H]1c1ccccc1
LUMO energy = 0.62 eV
F_max = 5.31 eV Å⁻¹
HOMO energy = -8.538 eV
Energy relative to the best compared isomer or geometry (same formula, charge and spin) = 94.5 kJ/mol

```
28
C10H15NOSi, DFT wB97M-V/def2-TZVPD
C 2.267 2.542 -1.154
C 0.956 2.861 -1.201
C 2.763 1.519 -0.385
C 0.031 2.201 -0.456
C 1.841 0.878 0.460
C 0.482 1.259 0.411
C -1.888 0.469 1.164
C -0.425 0.638 1.433
C 0.714 -2.428 -0.375
C -2.249 -2.621 -0.383
N -0.988 -0.694 1.305
O -0.814 -0.137 -1.498
Si -0.831 -1.461 -0.796
H 3.048 3.011 -1.645
H 0.680 3.620 -1.790
H 3.792 1.118 -0.217
H -0.934 2.481 -0.460
H 2.272 0.222 1.083
H -2.760 0.701 1.832
H -2.200 0.807 0.139
H -0.028 1.010 2.312
H 0.599 -3.178 0.264
H 1.136 -2.912 -1.162
H 1.516 -1.728 0.116
H -2.547 -3.333 -1.277
H -2.066 -3.262 0.482
H -3.219 -2.189 -0.201
H -1.146 -1.393 1.998
```

=====

A structure of composition C30H21BrN7S2SbSe4Ti, computed with wB97M-V/def2-TZVPD.

Properties
Total charge = -2
Multiplicity = 3
LUMO energy (alpha / beta) = 3.67 / 3.19 eV
F_max = 0.43 eV Å⁻¹
HOMO energy (alpha / beta) = -2.323 / -2.322 eV
Energy relative to the best compared isomer or geometry (same formula, charge and spin) = 82.2 kJ/mol

```
67
C30H21BrN7S2SbSe4Ti, DFT wB97M-V/def2-TZVPD
Ti -0.381 0.595 -0.562
S -4.749 -3.824 3.146
C -6.151 -3.058 3.763
C -6.146 -1.723 3.506
C -4.992 -1.306 2.791
C -4.136 -2.331 2.520
C -2.859 -2.290 1.798
C -2.640 -1.311 0.791
N -1.520 -1.237 0.105
C -0.545 -2.159 0.344
C -0.650 -3.152 1.334
C 0.441 -4.026 1.566
C 1.578 -3.878 0.824
C 1.709 -2.881 -0.162
C 2.892 -2.712 -0.983
C 2.998 -1.721 -1.883
C 1.911 -0.681 -2.044
N 0.682 -0.989 -1.310
C 0.655 -2.007 -0.423
C 4.172 -1.643 -2.756
C 5.488 -1.818 -2.428
C 6.365 -1.711 -3.541
C 5.700 -1.455 -4.701
S 4.012 -1.330 -4.449
C -1.847 -3.178 2.071
H -6.898 -3.633 4.286
H -6.936 -1.050 3.806
H -4.803 -0.281 2.511
H -3.424 -0.604 0.545
H 0.368 -4.767 2.350
H 2.426 -4.531 1.001
H 3.685 -3.451 -0.913
H 1.676 -0.579 -3.115
H 5.811 -1.984 -1.410
H 7.440 -1.804 -3.477
H 6.115 -1.310 -5.686
H -1.951 -3.894 2.878
C -1.458 5.912 1.776
C -1.028 5.089 0.564
C 0.306 4.521 0.746
N 1.348 4.076 0.943
H -2.467 6.285 1.608
H -0.782 6.751 1.950
H -1.479 5.285 2.667
H -1.030 5.687 -0.349
H -1.727 4.268 0.398
N 0.084 0.778 1.437
C -0.186 0.591 2.562
N -0.456 0.423 3.793
C -0.581 -0.786 4.310
N -0.674 -1.814 4.838
Br 1.620 3.484 -5.297
C 1.912 2.446 -3.729
C 3.261 2.141 -3.329
C 3.461 1.388 -2.241
C 2.284 0.752 -1.557
N 1.037 1.525 -1.710
C 0.891 2.210 -2.863
H 4.091 2.582 -3.867
H 4.457 1.216 -1.853
H 2.491 0.653 -0.484
H -0.093 2.628 -3.053
Se -3.449 2.392 2.318
Sb -4.259 2.150 0.004
Se -2.273 2.065 -1.508
Se -5.935 0.493 -0.461
Se -4.866 4.522 0.294
```

=====

A structure of composition C29H43N3O7P2Zr at a distorted geometry, computed with wB97M-V/def2-TZVPD.

Properties
Total charge = +2
LUMO energy (alpha / beta) = -8.35 / -8.35 eV
F_max = 3.91 eV Å⁻¹
HOMO energy (alpha / beta) = -13.739 / -13.739 eV
Energy relative to the best compared isomer or geometry (same formula, charge and spin) = 0.0 kJ/mol

```
85
C29H43N3O7P2Zr, DFT wB97M-V/def2-TZVPD
Zr 1.500 -0.245 0.780
C 2.989 1.245 -1.044
C 2.318 2.411 -0.565
C 3.325 1.376 1.251
C 3.685 0.643 0.059
C 2.442 2.438 0.855
C 3.208 0.889 -2.469
H 2.473 1.373 -3.124
H 3.140 -0.198 -2.620
H 4.207 1.198 -2.816
C 4.760 -0.377 -0.051
H 5.290 -0.266 -1.012
H 4.384 -1.408 0.017
H 5.492 -0.263 0.760
C 3.975 1.223 2.575
H 5.069 1.234 2.464
H 3.743 0.264 3.053
H 3.689 2.040 3.249
C 1.981 3.532 1.750
H 2.805 4.217 2.015
H 1.584 3.131 2.694
H 1.194 4.138 1.281
C 1.865 3.548 -1.407
H 2.681 4.277 -1.559
H 1.037 4.095 -0.943
H 1.545 3.221 -2.401
C -4.144 -0.629 -3.103
C -3.629 0.261 -3.963
C -4.278 1.549 -4.375
C -5.118 2.272 -3.285
C -4.512 2.333 -1.912
C -4.684 1.426 -0.940
C -5.507 0.177 -1.055
C -5.486 -0.518 -2.444
H -4.944 1.384 -5.242
H -6.120 1.825 -3.259
H -3.493 2.235 -4.733
H -6.206 -0.013 -3.102
H -3.631 -1.582 -2.934
H -2.730 0.005 -4.538
H -5.875 -1.538 -2.297
H -5.169 -0.540 -0.289
H -4.310 1.635 0.071
H -6.565 0.389 -0.816
H -5.259 3.307 -3.635
H -3.965 3.261 -1.697
P -0.244 -0.500 -1.335
C -0.818 -2.084 -2.010
C -0.364 0.647 -2.752
P -0.931 1.064 1.087
C -1.675 0.032 -0.271
C -1.370 2.761 0.577
C -2.046 0.727 2.482
H -0.721 -2.849 -1.228
H -0.175 -2.366 -2.855
H -1.863 -2.050 -2.348
H -1.386 0.680 -3.151
H 0.318 0.305 -3.543
H -0.065 1.662 -2.459
H -3.102 0.850 2.201
H -1.802 1.423 3.297
H -1.883 -0.301 2.832
H -2.163 -0.854 0.168
H -2.435 0.590 -0.839
H -1.194 3.437 1.426
H -2.424 2.819 0.271
H -0.736 3.085 -0.257
O 1.020 -6.880 4.853
N 2.149 -6.347 4.766
O 3.175 -6.842 5.282
C 2.252 -5.108 4.031
C 1.097 -4.570 3.455
C 1.194 -3.374 2.713
C 2.460 -2.732 2.535
O 2.588 -1.638 1.817
C 3.588 -3.285 3.172
C 3.499 -4.467 3.897
N 4.887 -2.565 3.051
O 5.110 -1.655 3.869
O 5.641 -2.889 2.122
N 0.047 -2.792 2.166
O -1.069 -3.291 2.306
O 0.160 -1.632 1.486
H 0.143 -5.072 3.581
H 4.379 -4.914 4.365
```

=====

A structure of composition C14H25CuN7O2P at a distorted geometry, computed with wB97M-V/def2-TZVPD.

Properties
Total charge = 0
LUMO energy = 0.58 eV
F_max = 1.23 eV Å⁻¹
HOMO energy = -7.045 eV
Energy relative to the best compared isomer or geometry (same formula, charge and spin) = 29.9 kJ/mol

```
50
C14H25CuN7O2P, DFT wB97M-V/def2-TZVPD
Cu 0.134 0.208 -0.762
O 2.128 0.487 -0.876
N 2.465 1.724 -0.907
N 1.556 2.590 -1.162
O 0.300 2.321 -1.385
C 1.953 3.940 -1.085
C 3.303 4.271 -1.002
C 3.678 5.592 -0.852
C 2.722 6.596 -0.785
C 1.382 6.266 -0.893
C 0.994 4.948 -1.050
H 4.036 3.484 -1.048
H 4.727 5.839 -0.779
H 3.018 7.626 -0.649
H 0.627 7.038 -0.842
H -0.049 4.685 -1.141
N -2.027 0.791 -0.749
C -2.548 1.250 0.534
C -1.594 0.860 1.677
N -0.241 1.189 1.275
H -1.706 1.568 -1.312
H -2.690 0.240 -1.274
H -3.531 0.818 0.739
H -2.647 2.341 0.535
H -1.639 -0.220 1.847
H -1.923 1.369 2.596
H 0.468 0.928 1.946
H -0.155 2.176 1.056
C -1.655 -4.880 -0.070
N -2.042 -3.623 0.545
C -1.278 -3.448 1.769
N 0.157 -3.523 1.574
C 0.474 -4.784 0.928
N -0.229 -4.972 -0.333
C 0.201 -4.025 -1.341
P -0.089 -2.200 -0.888
C -1.863 -2.516 -0.372
C 0.654 -2.391 0.817
H -2.209 -5.009 -1.003
H -1.931 -5.695 0.606
H -1.574 -4.238 2.469
H -1.529 -2.480 2.211
H 0.182 -5.599 1.601
H 1.550 -4.838 0.752
H -0.338 -4.235 -2.272
H 1.271 -4.172 -1.519
H -2.431 -2.730 -1.285
H -2.264 -1.612 0.089
H 0.464 -1.470 1.371
H 1.739 -2.483 0.698
```

=====

A cluster of 2 separate species, C4H7FO in total at a distorted geometry, computed with wB97M-V/def2-TZVPD.

Properties
Total charge = 0
LUMO energy = 0.91 eV
F_max = 5.87 eV Å⁻¹
HOMO energy = -8.676 eV
Energy relative to the best compared isomer or geometry (same formula, charge and spin) = 451.2 kJ/mol

```
13
C4H7FO, DFT wB97M-V/def2-TZVPD
C -0.902 -1.582 -0.513
C 0.217 0.531 -0.012
C 1.671 0.980 0.091
C -0.876 1.078 0.699
H -1.971 -1.026 -0.677
H -0.570 -2.206 -1.475
H -0.896 -2.594 0.583
H 2.007 -0.056 0.749
H 2.234 0.914 -0.867
H 1.848 1.928 0.501
H -0.607 1.908 1.209
O 0.088 -0.588 -0.787
F -2.245 0.714 0.498
```